Computed, not measured: a cluster of 2 separate species, C9H14O in total at a distorted geometry, with ωB97M-V with the def2-TZVPD basis set.

Each line ends with the Mulliken charge.
Geometry (Å):
C1 -1.4461 -2.4547 -1.6739  -1.36
C2 -1.6124 -1.4459 -0.6055  0.62
C3 -2.0451 -1.7172 0.6816  -0.62
C4 -2.1554 -0.6941 1.7043  -0.69
C5 -1.4071 0.4261 1.4103  0.81
O1 -1.3249 1.5400 2.3503  -0.53
C6 -0.8216 0.8316 0.1184  -0.86
C7 -0.9309 -0.2300 -0.8376  -0.61
H1 -2.3060 -3.1146 -1.7784  0.40
H2 -0.5991 -3.1805 -1.5324  0.27
H3 -1.5464 -1.9139 -2.6449  0.36
H4 -2.4768 -2.6311 0.8985  0.44
H5 -2.6264 -0.9298 2.6461  0.32
H6 -2.0526 1.2984 2.9470  0.29
H7 -0.3643 1.7262 0.0567  0.60
H8 -0.5908 -0.1087 -1.7457  0.54
C8 3.0340 1.6436 0.5251  -0.93
C9 2.8986 1.5185 -1.1158  -0.76
H9 2.4317 2.3676 1.1512  0.30
H10 3.0847 0.6521 1.1385  0.23
H11 4.0227 1.8292 0.6943  0.40
H12 2.5046 0.6630 -1.4817  0.28
H13 3.9483 1.3961 -1.6146  0.30
H14 2.3810 2.5280 -1.2918  0.18

Values from the calculation:
- SMILES string: Cc1ccc(O)cc1.CC
- E_HOMO: -8.50 eV
- Kohn-Sham gap: 9.4 eV
- Charge: 0
- Multiplicity: 1